Record 1
C32H40F12NO20 | the ωB97M-V functional and the def2-TZVPD basis

```
! wB97M-V def2-TZVPD RIJCOSX def2/J DEFGRID3
* xyz 0 2
C -4.222 -0.520 1.516
C -3.034 0.427 1.653
C -3.577 1.724 2.327
C -1.992 -0.267 2.553
C -0.503 -0.087 2.216
C 0.131 1.136 2.890
C -0.330 2.497 2.384
O -1.043 3.186 3.418
C -0.802 4.558 3.456
C -1.354 5.327 2.267
F -1.511 6.633 2.630
F -0.531 5.317 1.196
F -2.552 4.859 1.874
C 0.214 -1.304 2.815
F -0.106 -1.491 4.125
F -0.135 -2.475 2.177
F 1.569 -1.222 2.736
C -0.184 -0.085 0.700
C -1.384 0.010 -0.243
C -0.889 0.751 -1.498
C -1.877 -1.382 -0.687
N -2.477 0.829 0.333
O -3.383 1.138 -0.511
H -4.547 -0.753 2.529
H -5.050 -0.050 1.004
H -3.968 -1.462 1.042
H -4.656 1.680 2.404
H -3.294 2.594 1.748
H -3.171 1.865 3.321
H -2.122 0.036 3.584
H -2.210 -1.332 2.535
H -0.062 1.109 3.960
H 1.210 1.095 2.786
H -0.959 2.442 1.496
H 0.542 3.092 2.115
H 0.255 4.782 3.599
H -1.335 4.938 4.323
H 0.443 0.783 0.516
H 0.380 -0.958 0.397
H -1.590 0.656 -2.316
H 0.104 0.401 -1.756
H -0.823 1.811 -1.252
H -2.945 -1.398 -0.856
H -1.573 -2.154 0.015
H -1.414 -1.612 -1.640
C -3.787 1.367 -5.518
C -3.727 0.294 -6.581
O -3.072 -0.766 -5.909
C -3.337 -0.634 -4.574
O -3.153 -1.476 -3.767
O -3.853 0.589 -4.318
F -2.981 0.671 -7.652
H -2.879 1.973 -5.509
H -4.652 2.017 -5.608
H -4.699 -0.053 -6.935
C -0.105 -5.504 2.526
C -0.521 -5.998 3.892
O -0.841 -7.358 3.639
C -0.111 -7.761 2.564
O 0.040 -8.889 2.237
O 0.426 -6.697 1.931
F -1.620 -5.361 4.360
H -0.965 -5.160 1.950
H 0.645 -4.722 2.556
H 0.262 -5.952 4.650
C 1.600 2.500 -6.572
C 1.111 1.448 -5.601
O 0.301 2.209 -4.717
C -0.172 3.281 -5.413
O -1.067 3.968 -5.059
O 0.513 3.435 -6.567
F 2.124 0.884 -4.901
H 2.504 2.989 -6.209
H 1.774 2.117 -7.574
H 0.508 0.657 -6.050
C 5.769 5.254 -8.019
C 5.307 4.776 -6.662
O 4.953 3.428 -6.918
C 5.704 2.995 -7.977
O 5.827 1.867 -8.295
O 6.282 4.050 -8.599
F 4.213 5.446 -6.224
H 4.931 5.619 -8.614
H 6.541 6.017 -7.972
H 6.073 4.803 -5.885
C 1.309 7.224 6.467
C 1.029 6.488 7.760
O 0.845 5.155 7.315
C 1.557 4.999 6.165
O 1.807 3.960 5.660
O 1.932 6.205 5.675
F -0.105 6.921 8.361
H 0.382 7.544 5.988
H 1.971 8.077 6.586
H 1.844 6.515 8.484
C 2.237 -11.057 2.177
C 2.214 -12.560 2.338
O 3.472 -12.947 1.811
C 4.329 -11.897 1.969
O 5.503 -11.964 1.857
O 3.641 -10.775 2.284
F 1.228 -13.145 1.614
H 1.877 -10.757 1.194
H 1.677 -10.529 2.938
H 2.140 -12.904 3.371
*
```

For the HOMO energy (spin up / spin down), the calculation gives -8.3 / -9.4 eV. The calculation puts the gap between HOMO and LUMO (spin up / spin down) at 8.677 / 9.834 eV. For the calculated total energy, the calculation gives -4001.35339 Ha. Its strongest force on any atom is 1.5 eV/A.

***

Record 2
C32H40F24O16 | the ωB97M-V functional and the def2-TZVPD basis

```
! wB97M-V def2-TZVPD RIJCOSX def2/J DEFGRID3
* xyz 1 2
C 4.689 -1.920 3.131
C 4.398 -0.434 3.205
O 3.080 -0.260 3.705
C 2.403 0.928 3.468
O 2.854 1.897 2.904
C 0.965 0.899 3.821
F 0.355 0.322 2.737
F 0.810 0.070 4.883
F 0.458 2.041 4.122
H 4.828 -2.350 4.123
H 5.613 -2.093 2.580
H 3.897 -2.489 2.645
H 4.451 -0.038 2.191
H 5.149 0.035 3.841
C -2.572 -1.636 -1.675
C -2.152 -1.124 -0.231
O -0.738 -1.180 -0.174
C 0.088 -0.166 -0.664
O -0.305 0.782 -1.408
C 1.566 -0.267 -0.354
F 2.325 -0.687 -1.377
F 2.040 0.910 0.086
F 1.760 -1.199 0.617
H -2.331 -0.902 -2.444
H -3.623 -1.912 -1.588
H -1.990 -2.465 -2.078
H -2.740 -1.720 0.467
H -2.546 -0.138 0.014
C 6.202 -4.771 -2.479
C 6.187 -3.569 -1.573
O 6.136 -2.408 -2.351
C 5.662 -1.298 -1.803
O 5.403 -1.173 -0.609
C 5.504 -0.144 -2.835
F 6.021 -0.522 -3.959
F 4.236 0.063 -3.040
F 6.103 0.925 -2.365
H 7.137 -4.820 -3.037
H 5.337 -4.767 -3.141
H 6.039 -5.696 -1.925
H 7.054 -3.589 -0.912
H 5.270 -3.642 -0.988
C -5.686 0.988 1.737
C -5.970 -0.427 1.950
O -6.683 -1.101 0.896
C -8.039 -1.090 0.853
O -8.754 -0.490 1.631
C -8.611 -1.973 -0.297
F -7.671 -2.544 -1.081
F -9.365 -2.896 0.261
F -9.274 -1.166 -1.077
H -6.660 1.458 1.603
H -5.123 1.267 0.847
H -5.251 1.369 2.661
H -6.476 -0.582 2.903
H -5.070 -1.041 1.960
C -7.538 -5.810 4.989
C -7.279 -6.115 3.481
O -5.951 -5.765 3.199
C -5.588 -4.568 2.753
O -6.391 -3.678 2.462
C -4.059 -4.255 2.806
F -3.918 -3.101 3.446
F -3.407 -5.222 3.441
F -3.562 -4.173 1.567
H -6.566 -5.997 5.445
H -8.342 -6.439 5.372
H -7.765 -4.748 5.082
H -7.931 -5.555 2.811
H -7.423 -7.168 3.238
C 5.460 2.558 0.312
C 6.696 1.741 0.806
O 7.640 2.397 1.722
C 8.391 3.489 1.393
O 8.491 3.876 0.225
C 9.055 4.145 2.582
F 10.407 3.956 2.273
F 8.749 5.477 2.598
F 8.788 3.553 3.754
H 4.812 1.875 -0.237
H 5.753 3.265 -0.464
H 4.968 3.110 1.112
H 7.289 1.443 -0.059
H 6.484 0.802 1.318
C 2.449 3.984 -0.681
C 3.547 4.580 -1.607
O 2.913 5.172 -2.720
C 3.627 5.847 -3.680
O 4.804 6.204 -3.573
C 2.801 6.281 -4.925
F 3.426 5.872 -6.072
F 1.568 5.771 -4.810
F 2.767 7.640 -4.933
H 2.029 3.080 -1.123
H 1.609 4.648 -0.476
H 2.870 3.638 0.263
H 4.201 3.777 -1.947
H 4.111 5.363 -1.100
C -4.524 2.079 -1.880
C -4.197 1.969 -3.432
O -4.929 0.873 -3.948
C -6.201 1.122 -4.397
O -6.763 2.224 -4.389
C -6.911 -0.140 -4.961
F -6.282 -1.269 -4.604
F -8.172 -0.186 -4.484
F -6.997 0.040 -6.270
H -4.358 1.119 -1.391
H -5.543 2.396 -1.656
H -3.940 2.881 -1.429
H -3.127 1.813 -3.569
H -4.428 2.862 -4.012
*
```

For the HOMO energy (spin up / spin down), the calculation gives -12.2 / -12.2 eV. The energy relative to the best compared isomer or geometry (same formula, charge and spin) comes out at 13.0 kcal per mole. The calculation puts the gap between HOMO and LUMO (spin up / spin down) at 6.154 / 1.505 eV. For the calculated total energy, the calculation gives -4843.59729 Ha. Its strongest force on any atom is 6.1 eV/A.